[1]
DFT (ωB97M-V/def2-TZVPD) results for a structure of composition C47H30BeCl4N4O.

XYZ file:
```
87
C47H30BeCl4N4O | the Open Molecules 2025 dataset | ωB97M-V/def2-TZVPD
Be -0.033 -0.031 -0.001
Cl 3.314 -7.743 -4.160
C 2.654 -6.344 -3.375
C 2.153 -5.304 -4.139
C 1.633 -4.186 -3.506
C 1.617 -4.096 -2.118
C 2.118 -5.157 -1.368
C 2.634 -6.283 -1.991
C 1.090 -2.880 -1.440
C -0.272 -2.623 -1.453
C -1.235 -3.472 -2.104
C -2.395 -2.780 -2.130
C -2.130 -1.522 -1.483
C -3.018 -0.457 -1.491
C -4.311 -0.581 -2.222
C -4.394 -0.223 -3.564
C -5.600 -0.298 -4.244
C -6.728 -0.741 -3.574
Cl -8.241 -0.830 -4.417
C -6.665 -1.113 -2.241
C -5.455 -1.029 -1.569
C -2.770 0.712 -0.787
N -1.738 0.870 0.096
C -2.080 1.956 0.842
C -1.427 2.356 2.007
C -2.085 3.363 2.878
C -1.476 4.583 3.165
C -2.094 5.520 3.977
C -3.338 5.233 4.515
Cl -4.118 6.399 5.534
C -3.965 4.027 4.248
C -3.338 3.101 3.431
C -0.208 1.801 2.372
C 0.481 2.135 3.592
C 1.687 1.534 3.527
C 1.724 0.824 2.274
N 0.536 0.944 1.607
C 2.844 0.139 1.819
C 2.782 -0.681 0.693
C 3.911 -1.395 0.149
C 3.414 -2.254 -0.768
C 1.989 -2.042 -0.791
N 1.631 -1.027 0.050
C 4.115 0.213 2.583
C 4.673 -0.934 3.149
C 5.853 -0.872 3.872
C 6.489 0.349 4.032
Cl 7.968 0.434 4.933
C 5.957 1.503 3.483
C 4.774 1.428 2.766
C -3.284 2.570 0.341
C -3.716 1.793 -0.677
N -0.849 -1.465 -1.018
H 2.174 -5.371 -5.219
H 1.234 -3.367 -4.093
H 2.099 -5.098 -0.288
H 3.020 -7.110 -1.410
H -1.040 -4.454 -2.504
H -3.339 -3.077 -2.558
H -3.502 0.118 -4.075
H -5.668 -0.018 -5.287
H -7.556 -1.461 -1.736
H -5.395 -1.312 -0.526
H -0.508 4.801 2.730
H -1.618 6.469 4.183
H -4.934 3.816 4.680
H -3.822 2.155 3.225
H 0.080 2.744 4.384
H 2.478 1.550 4.258
H 4.937 -1.256 0.445
H 3.946 -2.958 -1.387
H 4.167 -1.883 3.031
H 6.278 -1.764 4.312
H 6.466 2.450 3.606
H 4.351 2.322 2.325
H -3.732 3.468 0.734
H -4.586 1.919 -1.300
C 1.805 2.896 -1.282
C 1.064 1.787 -1.972
C 1.032 1.738 -3.474
O 0.506 0.927 -1.327
H 2.232 3.613 -1.975
H 2.591 2.452 -0.667
H 1.121 3.394 -0.592
H 1.503 2.603 -3.929
H -0.003 1.654 -3.811
H 1.539 0.828 -3.805
```

**Energy**: -107729.647 eV
**HOMO-LUMO gap**: 5.82 eV
**M**: 817.61 g/mol
**LUMO energy**: -0.987 eV
**Relative energy (zero: lowest compared OMol25 entry of this formula, charge and spin)**: 3.99 kcal per mole

---

[2]
DFT (ωB97M-V/def2-TZVPD) results for a structure of composition C47H33Br2CeN3OP.

XYZ file:
```
88
C47H33Br2CeN3OP | the Open Molecules 2025 dataset | ωB97M-V/def2-TZVPD
Ce 0.664 -0.036 -0.187
Br 2.875 -1.373 -4.616
C 3.833 -0.951 -3.057
C 5.230 -0.752 -3.141
C 5.964 -0.480 -2.026
Br 7.830 -0.271 -2.177
C 5.326 -0.356 -0.763
C 5.984 -0.108 0.462
C 5.266 -0.017 1.622
C 3.865 -0.111 1.563
N 3.219 -0.326 0.441
C 3.928 -0.507 -0.716
C 3.168 -0.872 -1.863
O 1.864 -1.119 -1.714
H 5.714 -0.839 -4.103
H 7.061 -0.007 0.470
H 5.753 0.149 2.573
H 3.262 0.010 2.458
C 2.699 -3.855 1.794
C 2.541 -3.598 3.151
C 1.641 -2.628 3.555
C 0.906 -1.944 2.592
N 1.087 -2.174 1.284
C 1.967 -3.105 0.897
C -0.076 -0.890 2.951
C -0.870 -1.060 4.084
C -1.782 -0.078 4.436
C -1.886 1.071 3.659
C -1.107 1.212 2.516
C -0.199 0.227 2.120
H 3.389 -4.606 1.436
H 3.120 -4.145 3.884
H 1.505 -2.390 4.601
H 2.077 -3.235 -0.173
H -0.783 -1.961 4.680
H -2.410 -0.206 5.307
H -2.590 1.847 3.933
H -1.239 2.105 1.917
C -6.735 0.215 1.185
C -6.272 -0.871 0.450
C -4.975 -0.880 -0.039
C -4.130 0.202 0.205
C -4.600 1.285 0.945
C -5.901 1.295 1.429
P -2.443 0.321 -0.458
C -1.922 -1.445 -0.451
C -2.148 -2.207 0.706
C -1.750 -3.530 0.761
C -1.063 -4.105 -0.306
C -0.770 -3.344 -1.423
C -1.209 -2.023 -1.504
C -2.639 0.719 -2.213
C -3.827 0.703 -2.893
C -3.887 1.138 -4.236
C -2.765 1.607 -4.855
C -1.523 1.656 -4.172
C -0.360 2.190 -4.786
C 0.813 2.260 -4.097
C 0.879 1.758 -2.774
C -0.205 1.216 -2.143
C -1.449 1.187 -2.840
H -7.748 0.216 1.567
H -6.924 -1.713 0.255
H -4.625 -1.730 -0.612
H -3.945 2.126 1.143
H -6.259 2.142 2.000
H -2.667 -1.765 1.548
H -1.967 -4.117 1.645
H -0.750 -5.140 -0.256
H -0.220 -3.770 -2.252
H -1.027 -1.460 -2.415
H -4.737 0.380 -2.402
H -4.831 1.113 -4.763
H -2.810 1.965 -5.877
H -0.424 2.549 -5.806
H 1.699 2.679 -4.559
H 1.849 1.809 -2.274
C 1.340 4.902 1.762
C 2.447 4.075 1.879
C 2.471 2.887 1.174
N 1.480 2.501 0.360
C 0.433 3.327 0.231
C 0.310 4.520 0.920
H 1.288 5.832 2.313
H 3.283 4.340 2.511
H 3.322 2.226 1.246
H -0.338 3.007 -0.459
H -0.569 5.133 0.781
```

**Energy**: -218091.363 eV
**HOMO-LUMO gap (alpha / beta)**: 6.90 / 6.90 eV
**M**: 986.70 g/mol
**Net charge**: +1
**LUMO energy (alpha / beta)**: -3.350 / -3.351 eV
**Relative energy (zero: lowest compared OMol25 entry of this formula, charge and spin)**: 5.67 kcal per mole

---

[3]
DFT (ωB97M-V/def2-TZVPD) results for a structure of composition C47H33F9FeN7PS at a distorted geometry.

XYZ file:
```
99
C47H33F9FeN7PS | the Open Molecules 2025 dataset | ωB97M-V/def2-TZVPD
Fe 0.654 0.063 -0.625
C -1.216 -3.808 -2.443
C -0.526 -2.789 -1.579
N 0.043 -1.727 -2.052
N 0.066 -1.519 -3.377
C 0.962 -0.653 -3.797
N 0.976 -0.391 -5.131
S 2.121 0.155 -2.826
C -0.404 -2.971 -0.145
C -0.415 -4.245 0.428
C -0.258 -4.382 1.790
C -0.123 -3.236 2.566
C -0.110 -2.012 1.926
N -0.221 -1.867 0.610
H -1.746 -3.282 -3.233
H -0.498 -4.471 -2.921
H -1.918 -4.408 -1.872
H 0.498 -1.037 -5.738
H 1.818 0.036 -5.484
H -0.528 -5.107 -0.208
H -0.245 -5.363 2.241
H -0.034 -3.284 3.639
H -0.006 -1.098 2.496
C 3.945 -2.511 1.391
C 3.218 -1.804 0.423
N 2.493 -0.746 0.699
C 2.417 -0.325 1.980
C 3.092 -0.988 3.038
C 3.891 -2.097 2.694
C 2.892 -0.564 4.366
C 1.994 0.441 4.631
C 1.354 1.128 3.603
C 1.592 0.815 2.268
N 1.067 1.440 1.184
C 0.953 2.773 1.081
C 1.363 3.730 2.019
C 1.190 5.087 1.793
C 0.666 5.561 0.613
C 0.359 4.658 -0.416
C -0.039 5.062 -1.707
C -0.212 4.121 -2.689
C -0.019 2.772 -2.376
N 0.296 2.356 -1.168
C 0.496 3.260 -0.191
H 4.523 -3.377 1.100
H 3.237 -2.116 -0.614
H 4.434 -2.619 3.470
H 3.428 -1.054 5.164
H 1.781 0.714 5.653
H 0.645 1.905 3.847
H 1.843 3.418 2.933
H 1.490 5.785 2.560
H 0.534 6.619 0.448
H -0.173 6.115 -1.913
H -0.474 4.399 -3.698
H -0.107 2.011 -3.138
F -3.968 4.429 -6.298
C -4.272 3.117 -6.272
F -5.605 3.043 -6.435
F -3.730 2.584 -7.374
C -3.809 2.466 -4.999
C -4.319 2.930 -3.793
C -3.880 2.385 -2.600
C -2.919 1.377 -2.598
C -2.440 0.898 -3.818
C -2.879 1.434 -5.014
P -2.207 0.606 -1.082
C -2.820 1.756 0.211
C -3.450 1.348 1.381
C -3.702 2.249 2.398
C -3.321 3.576 2.261
C -2.729 4.010 1.082
C -2.490 3.106 0.069
C -3.508 4.556 3.382
F -4.128 5.682 2.990
F -4.228 4.067 4.401
F -2.331 4.944 3.908
C -3.309 -0.852 -0.945
C -3.155 -1.658 0.182
C -3.796 -2.876 0.282
C -4.606 -3.307 -0.761
C -4.787 -2.509 -1.884
C -4.136 -1.293 -1.975
C -5.282 -4.646 -0.687
F -5.152 -5.347 -1.828
F -6.605 -4.548 -0.466
F -4.793 -5.419 0.294
H -5.061 3.715 -3.793
H -4.293 2.751 -1.672
H -1.712 0.097 -3.825
H -2.503 1.063 -5.954
H -3.760 0.322 1.509
H -4.187 1.923 3.305
H -2.447 5.045 0.966
H -2.047 3.451 -0.851
H -2.493 -1.339 0.971
H -3.658 -3.494 1.156
H -5.420 -2.848 -2.689
H -4.265 -0.695 -2.862
```

**2S+1**: 5
**Energy**: -138678.957 eV
**HOMO-LUMO gap (alpha / beta)**: 6.24 / 6.17 eV
**M**: 985.70 g/mol
**LUMO energy (alpha / beta)**: -0.328 / -0.424 eV
**Relative energy (zero: lowest compared OMol25 entry of this formula, charge and spin)**: 0.00 kcal per mole

---

[4]
DFT (ωB97M-V/def2-TZVPD) results for a structure of composition C47H33IrN7O3S3 at a distorted geometry.

XYZ file:
```
94
C47H33IrN7O3S3 | the Open Molecules 2025 dataset | ωB97M-V/def2-TZVPD
Ir -0.345 0.144 -0.119
C -0.831 4.654 -0.249
O 0.018 5.078 0.811
C 0.869 4.269 1.457
C 1.768 4.914 2.284
C 2.729 4.202 2.993
C 2.803 2.823 2.887
C 1.910 2.110 2.096
C 2.021 0.685 2.102
N 1.326 -0.171 1.424
N 1.653 -1.456 1.604
C 0.743 -2.319 1.173
O -0.378 -1.974 0.679
C 1.091 -3.753 1.266
C 2.303 -4.177 1.806
C 2.611 -5.528 1.828
C 1.715 -6.459 1.321
C 0.499 -6.042 0.797
C 0.187 -4.694 0.770
C 0.877 2.816 1.363
O -0.007 2.224 0.683
H -1.242 5.569 -0.669
H -1.641 4.023 0.115
H -0.272 4.118 -1.017
H 1.706 5.992 2.340
H 3.424 4.736 3.626
H 3.567 2.287 3.435
H 2.771 0.268 2.773
H 2.985 -3.444 2.214
H 3.549 -5.865 2.250
H 1.963 -7.512 1.336
H -0.205 -6.775 0.424
H -0.764 -4.347 0.387
S 6.176 -0.914 -3.398
C 7.108 -2.028 -2.509
C 6.452 -2.477 -1.402
C 5.167 -1.908 -1.268
C 4.856 -1.030 -2.276
C 3.633 -0.266 -2.469
C 2.589 -0.342 -1.523
N 1.450 0.304 -1.641
C 1.230 1.093 -2.712
C 2.215 1.262 -3.703
C 1.952 2.134 -4.810
C 0.779 2.793 -4.916
C -0.248 2.634 -3.929
C -1.469 3.315 -3.993
C -2.430 3.136 -3.010
C -2.118 2.217 -1.988
N -0.979 1.570 -1.904
C -0.028 1.770 -2.839
C -3.697 3.854 -2.994
C -4.675 3.840 -2.030
C -5.770 4.680 -2.331
C -5.616 5.326 -3.520
S -4.147 4.924 -4.282
C 3.421 0.565 -3.559
H 8.094 -2.294 -2.852
H 6.878 -3.185 -0.707
H 4.504 -2.142 -0.445
H 2.704 -0.955 -0.635
H 2.726 2.260 -5.557
H 0.591 3.459 -5.748
H -1.654 3.998 -4.814
H -2.841 2.025 -1.204
H -4.618 3.253 -1.123
H -6.631 4.807 -1.693
H -6.290 6.022 -3.993
H 4.192 0.685 -4.310
N -2.885 -2.911 -2.289
C -2.246 -3.734 -3.206
C -2.963 -4.734 -3.853
C -2.322 -5.566 -4.748
C -0.957 -5.416 -5.005
C -0.236 -4.423 -4.376
C -0.878 -3.577 -3.477
S 0.023 -2.316 -2.672
N -1.106 -1.458 -1.854
C -2.350 -1.811 -1.718
C -3.235 -0.993 -0.850
C -4.619 -1.026 -0.992
C -5.407 -0.324 -0.094
C -4.788 0.396 0.913
C -3.400 0.424 0.951
N -2.642 -0.244 0.089
H -3.832 -3.172 -2.055
H -4.021 -4.854 -3.650
H -2.886 -6.339 -5.252
H -0.458 -6.081 -5.697
H 0.823 -4.297 -4.567
H -5.087 -1.560 -1.808
H -6.485 -0.347 -0.179
H -5.366 0.934 1.651
H -2.872 1.002 1.699
```

**2S+1**: 6
**Energy**: -101176.700 eV
**HOMO-LUMO gap (alpha / beta)**: 5.80 / 3.58 eV
**M**: 1032.25 g/mol
**Net charge**: +2
**LUMO energy (alpha / beta)**: -6.118 / -8.199 eV
**Relative energy (zero: lowest compared OMol25 entry of this formula, charge and spin)**: 4.19 kcal per mole

---

[5]
DFT (ωB97M-V/def2-TZVPD) results for a structure of composition C47H34CoN2O6PSi.

XYZ file:
```
92
C47H34CoN2O6PSi | the Open Molecules 2025 dataset | ωB97M-V/def2-TZVPD
Co -0.031 0.683 0.625
C 5.033 -1.957 -1.733
C 3.882 -2.362 -1.070
C 3.025 -1.418 -0.525
C 3.324 -0.059 -0.629
C 4.476 0.341 -1.297
C 5.327 -0.607 -1.849
P 2.178 1.084 0.196
C 2.524 2.725 -0.507
C 2.733 3.851 0.284
C 2.821 5.112 -0.295
C 2.698 5.261 -1.668
C 2.475 4.144 -2.465
C 2.380 2.889 -1.886
C 2.790 1.052 1.901
C 4.010 1.507 2.326
C 4.406 1.310 3.663
C 3.597 0.606 4.512
C 2.353 0.083 4.083
C 1.557 -0.726 4.930
C 0.410 -1.274 4.439
C -0.030 -0.991 3.124
C 0.637 -0.147 2.265
C 1.907 0.341 2.762
H 5.699 -2.695 -2.162
H 3.645 -3.415 -0.981
H 2.122 -1.727 -0.010
H 4.707 1.396 -1.388
H 6.222 -0.287 -2.369
H 2.795 3.748 1.359
H 2.975 5.979 0.335
H 2.762 6.246 -2.116
H 2.353 4.255 -3.536
H 2.167 2.029 -2.512
H 4.680 2.008 1.637
H 5.359 1.693 4.007
H 3.910 0.421 5.534
H 1.890 -0.921 5.944
H -0.191 -1.924 5.067
H -0.950 -1.454 2.799
C -4.495 -2.807 3.635
C -4.302 -3.195 2.318
C -3.684 -2.334 1.418
C -3.234 -1.066 1.796
C -3.423 -0.713 3.139
C -4.049 -1.557 4.044
Si -2.330 0.104 0.585
C -2.614 -0.706 -1.123
C -3.886 -0.891 -1.674
C -4.066 -1.474 -2.919
C -2.963 -1.890 -3.657
C -1.690 -1.715 -3.138
C -1.526 -1.129 -1.888
C -3.459 1.653 0.468
C -3.558 2.314 -0.765
C -4.287 3.485 -0.921
C -4.950 4.043 0.164
C -4.879 3.406 1.394
C -4.147 2.234 1.537
H -4.980 -3.476 4.337
H -4.635 -4.171 1.986
H -3.551 -2.662 0.393
H -3.036 0.233 3.504
H -4.174 -1.242 5.074
H -4.757 -0.564 -1.114
H -5.065 -1.603 -3.320
H -3.098 -2.342 -4.632
H -0.823 -2.029 -3.707
H -0.520 -0.988 -1.499
H -3.047 1.900 -1.626
H -4.338 3.961 -1.895
H -5.518 4.959 0.050
H -5.396 3.823 2.251
H -4.124 1.769 2.514
O -0.115 2.829 1.271
C -0.454 3.029 0.092
O -0.560 2.106 -0.769
C -0.710 4.434 -0.381
C -0.967 4.673 -1.724
C -1.138 5.978 -2.141
C -1.077 7.063 -1.288
C -0.828 6.773 0.039
C -0.640 5.489 0.516
N -0.741 7.907 0.987
O -0.482 7.654 2.144
O -0.847 9.029 0.531
N -1.383 6.240 -3.577
O -1.538 7.397 -3.918
O -1.460 5.284 -4.320
H -1.014 3.845 -2.415
H -1.212 8.074 -1.636
H -0.433 5.294 1.558
```

**2S+1**: 2
**Energy**: -119348.183 eV
**HOMO-LUMO gap (alpha / beta)**: 6.01 / 5.91 eV
**M**: 840.79 g/mol
**Net charge**: -1
**LUMO energy (alpha / beta)**: 1.323 / 1.323 eV
**Relative energy (zero: lowest compared OMol25 entry of this formula, charge and spin)**: 0.00 kcal per mole

---

Among the records above, which one has the highest relative energy (zero: lowest compared OMol25 entry of this formula, charge and spin)?
C47H33Br2CeN3OP